# C4H5FN2

C4H5FN2 in the gas phase in a non-equilibrium geometry (ωB97M-V/def2-TZVPD, the OMol25 dataset).

Properties
- E_HOMO: -9.8 eV
- Kohn-Sham gap: 10.012 eV
- E_LUMO: 0.21 eV
- Energy relative to the best compared isomer or geometry (same formula, charge and spin): 226.0 kJ/mol
- SMILES: F[C@H]1C=NN=CC1
- Calculated total energy: -364.71724 Eh

Bonds (Å) are listed after each position.
Element x y z (Å)
1 F 1.643 0.928 0.074  C2 1.356
2 C 0.444 0.614 0.623  F1 1.356, C3 1.542, C7 1.479, H8 1.061
3 C -0.637 1.359 -0.186  C2 1.542, N4 1.307, H9 1.091
4 N -1.159 0.819 -1.257  C3 1.307, N5 1.436
5 N -0.525 -0.381 -1.726  N4 1.436, C6 1.283
6 C 0.067 -1.158 -0.894  N5 1.283, C7 1.502, H10 1.052
7 C 0.167 -0.837 0.571  C2 1.479, C6 1.502, H11 1.132, H12 1.079
8 H 0.377 0.925 1.636  C2 1.061
9 H -1.014 2.334 0.127  C3 1.091
10 H 0.450 -2.100 -1.161  C6 1.052
11 H -0.752 -1.043 1.200  C7 1.132
12 H 0.938 -1.462 0.994  C7 1.079

Atom charges from the Löwdin analysis, given in e for atoms 1 to 6:
1. F 0.028
2. C -0.375
3. C -0.058
4. N 0.040
5. N 0.028
6. C -0.138



# C4H9NO2

A 3-piece molecular cluster, C4H9NO2 overall in a non-equilibrium geometry (ωB97M-V/def2-TZVPD, the OMol25 dataset).

Properties
- E_HOMO: -8.3 eV
- Kohn-Sham gap: 8.967 eV
- E_LUMO: 0.64 eV
- Energy relative to the best compared isomer or geometry (same formula, charge and spin): 108.9 kJ/mol
- SMILES: c1cc[nH]c1.O.O
- Calculated total energy: -363.04405 Eh

Bonds (Å) are listed after each position.
Element x y z (Å)
1 C -1.441 -0.929 -1.657  C2 1.418, C5 1.365, H6 1.082
2 C -0.847 -1.868 -0.776  C1 1.418, C3 1.367, H7 1.080
3 C 0.276 -1.297 -0.246  C2 1.367, N4 1.371, H8 1.078
4 N 0.353 -0.031 -0.767  C3 1.371, C5 1.351, H9 1.012
5 C -0.688 0.208 -1.595  C1 1.365, N4 1.351, H10 1.075
6 H -2.303 -1.130 -2.279  C1 1.082
7 H -1.154 -2.904 -0.745  C2 1.080
8 H 1.092 -1.584 0.397  C3 1.078
9 H 1.008 0.661 -0.426  N4 1.012
10 H -0.878 1.142 -2.091  C5 1.075
11 O -0.554 1.305 2.525  H12 0.968, H13 0.968
12 H -0.910 1.108 1.647  O11 0.968
13 H -1.020 0.657 3.073  O11 0.968
14 O 2.259 1.526 0.987  H15 0.971, H16 0.965
15 H 1.534 1.861 1.539  O14 0.971
16 H 2.673 0.846 1.532  O14 0.965

Atom charges from the Löwdin analysis, given in e for atoms 1 to 6:
1. C -0.120
2. C -0.122
3. C -0.139
4. N -0.003
5. C -0.156
6. H 0.091



# C5H7NO

C5H7NO in the gas phase (ωB97M-V/def2-TZVPD, the OMol25 dataset).

Properties
- E_HOMO: -8.6 eV
- Kohn-Sham gap: 9.573 eV
- E_LUMO: 0.93 eV
- Energy relative to the best compared isomer or geometry (same formula, charge and spin): 17.7 kJ/mol
- SMILES: C[C@H]1C=CNC1=O
- Calculated total energy: -324.71773 Eh

Bonds (Å) are listed after each position.
Element x y z (Å)
1 C -1.863 0.154 0.222  C2 1.526, H8 1.095, H9 1.094, H10 1.094
2 C -0.455 0.139 -0.368  C1 1.526, C3 1.508, C6 1.538, H11 1.103
3 C 0.536 1.114 0.215  C2 1.508, C4 1.336, H12 1.081
4 C 1.729 0.518 0.291  C3 1.336, N5 1.405, H13 1.083
5 N 1.645 -0.818 -0.138  C4 1.405, C6 1.385, H14 1.008
6 C 0.328 -1.184 -0.357  C2 1.538, N5 1.385, O7 1.212
7 O -0.074 -2.308 -0.567  C6 1.212
8 H -2.435 0.971 -0.231  C1 1.095
9 H -1.845 0.320 1.302  C1 1.094
10 H -2.395 -0.781 0.022  C1 1.094
11 H -0.540 0.334 -1.450  C2 1.103
12 H 0.296 2.117 0.540  C3 1.081
13 H 2.676 0.912 0.637  C4 1.083
14 H 2.398 -1.488 -0.120  N5 1.008

Atom charges from the Löwdin analysis, given in e for atoms 1 to 6:
1. C -0.051
2. C -0.276
3. C -0.064
4. C -0.104
5. N 0.089
6. C -0.433



# C16H30N2O4

A 2-piece molecular cluster, C16H30N2O4 overall in a non-equilibrium geometry (ωB97M-V/def2-TZVPD, the OMol25 dataset).

Properties
- E_HOMO: -8.7 eV
- Kohn-Sham gap: 9.274 eV
- E_LUMO: 0.54 eV
- Energy relative to the best compared isomer or geometry (same formula, charge and spin): 750.3 kJ/mol
- SMILES: [H]/N=C(/C)C[C@](CC#C)(CNC)OC(=O)C[C@@H](C)O.CC(C)O
- Calculated total energy: -1037.83106 Eh

Bonds (Å) are listed after each position.
Element x y z (Å)
1 H 1.190 3.948 -0.475  N2 1.036
2 N 1.964 3.326 -0.772  H1 1.036, C3 1.349
3 C 1.742 2.068 -0.336  N2 1.349, C4 1.615, C5 1.613
4 C 2.866 0.986 -0.751  C3 1.615, H20 1.157, H21 1.155, H22 1.169
5 C 0.404 1.767 0.512  C3 1.613, C6 1.615, H23 1.151, H24 1.170
6 C 0.610 1.612 2.106  C5 1.615, C7 1.648, C10 1.615, O13 1.450
7 C 1.386 2.987 2.579  C6 1.648, C8 1.600, H25 1.164, H26 1.167
8 C 2.976 2.838 2.675  C7 1.600, C9 1.329
9 C 4.243 2.583 2.361  C8 1.329, H27 1.161
10 C 1.479 0.273 2.354  C6 1.615, N11 1.504, H28 1.149, H29 1.170
11 N 0.808 -0.999 1.915  C10 1.504, C12 1.496, H30 1.039
12 C 1.647 -1.817 0.985  N11 1.496, H31 1.151, H32 1.161, H33 1.170
13 O -0.598 1.593 2.909  C6 1.450, C14 1.429
14 C -1.741 1.020 2.272  O13 1.429, O15 1.291, C16 1.611
15 O -2.017 -0.204 2.579  C14 1.291
16 C -2.805 1.756 1.313  C14 1.611, C17 1.608, H34 1.169, H35 1.157
17 C -2.989 1.119 -0.152  C16 1.608, C18 1.633, O19 1.450, H36 1.170
18 C -2.479 2.067 -1.380  C17 1.633, H37 1.149, H38 1.166, H39 1.163
19 O -2.401 -0.191 -0.355  C17 1.450, H40 0.987
20 H 3.438 1.411 -1.662  C4 1.157
21 H 2.437 -0.039 -1.067  C4 1.155
22 H 3.661 0.894 0.100  C4 1.169
23 H -0.103 0.849 0.037  C5 1.151
24 H -0.303 2.685 0.353  C5 1.170
25 H 0.989 3.251 3.641  C7 1.164
26 H 1.080 3.894 1.911  C7 1.167
27 H 5.299 2.304 1.970  C9 1.161
28 H 2.526 0.273 1.883  C10 1.149
29 H 1.613 0.181 3.512  C10 1.170
30 H 0.659 -1.573 2.768  N11 1.039
31 H 2.783 -1.755 1.159  C12 1.151
32 H 1.326 -1.617 -0.113  C12 1.161
33 H 1.356 -2.932 1.181  C12 1.170
34 H -2.405 2.843 1.156  C16 1.169
35 H -3.816 1.800 1.876  C16 1.157
36 H -4.140 0.990 -0.320  C17 1.170
37 H -2.299 3.147 -1.032  C18 1.149
38 H -1.522 1.549 -1.800  C18 1.166
39 H -3.282 1.974 -2.216  C18 1.163
40 H -2.519 -0.481 -1.290  O19 0.987
41 C -0.632 -4.758 -1.854  C42 1.520, H45 1.095, H46 1.094, H47 1.093
42 C -0.882 -3.391 -2.473  C41 1.520, C43 1.521, O44 1.426, H48 1.094
43 C -2.133 -3.395 -3.337  C42 1.521, H49 1.095, H50 1.094, H51 1.094
44 O 0.242 -3.019 -3.267  C42 1.426, H52 0.968
45 H -0.481 -5.516 -2.630  C41 1.095
46 H 0.277 -4.743 -1.245  C41 1.094
47 H -1.471 -5.065 -1.224  C41 1.093
48 H -0.984 -2.643 -1.681  C42 1.094
49 H -2.034 -4.105 -4.165  C43 1.095
50 H -2.293 -2.409 -3.785  C43 1.094
51 H -3.017 -3.661 -2.752  C43 1.094
52 H 0.341 -3.676 -3.971  O44 0.968

Atom charges from the Löwdin analysis, given in e for atoms 1 to 6:
1. H 0.030
2. N 0.095
3. C -0.309
4. C -0.063
5. C -0.076
6. C -0.375



# C18H64N16O14

A 14-piece molecular cluster, C18H64N16O14 overall in a non-equilibrium geometry (ωB97M-V/def2-TZVPD, the OMol25 dataset).

Properties
- E_HOMO: -8.7 eV
- Kohn-Sham gap: 8.338 eV
- E_LUMO: -0.35 eV
- Energy relative to the best compared isomer or geometry (same formula, charge and spin): 22.6 kJ/mol
- Calculated total energy: -2653.58719 Eh

Bonds (Å) are listed after each position.
Element x y z (Å)
1 C -0.249 0.565 0.075  C2 1.545, H4 1.092, H5 1.040, H6 1.088
2 C 0.238 0.381 1.530  C1 1.545, O3 1.390, H7 1.107, H8 1.055
3 O -0.850 0.517 2.384  C2 1.390, H9 0.912
4 H -0.522 1.599 -0.140  C1 1.092
5 H -1.044 -0.095 -0.045  C1 1.040
6 H 0.411 0.248 -0.730  C1 1.088
7 H 1.073 1.060 1.794  C2 1.107
8 H 0.598 -0.611 1.557  C2 1.055
9 H -1.143 1.380 2.370  O3 0.912
10 C 4.387 -2.418 1.683  C11 1.525, H13 1.112, H14 1.047, H15 1.082
11 C 3.107 -1.589 1.735  C10 1.525, O12 1.390, H16 1.111, H17 1.030
12 O 3.479 -0.262 1.918  C11 1.390, H18 0.934
13 H 5.060 -1.860 0.996  C10 1.112
14 H 4.201 -3.342 1.230  C10 1.047
15 H 4.766 -2.355 2.695  C10 1.082
16 H 2.414 -1.963 2.518  C11 1.111
17 H 2.497 -1.592 0.905  C11 1.030
18 H 4.054 -0.091 1.201  O12 0.934
19 C 1.004 -3.931 0.740  C20 1.513, H22 1.046, H23 1.075, H24 1.070
20 C 1.576 -5.250 1.210  C19 1.513, O21 1.438, H25 1.061, H26 1.117
21 O 0.668 -5.665 2.244  C20 1.438, H27 0.978
22 H 0.451 -3.477 1.503  C19 1.046
23 H 0.201 -4.273 0.112  C19 1.075
24 H 1.475 -3.166 0.160  C19 1.070
25 H 2.585 -5.348 1.524  C20 1.061
26 H 1.421 -6.023 0.419  C20 1.117
27 H 0.948 -6.603 2.259  O21 0.978
28 C 4.699 -1.455 -2.161  C29 1.463, H31 1.090, H32 1.098, H33 1.081
29 C 3.363 -1.217 -1.616  C28 1.463, O30 1.444, H34 1.082, H35 1.089
30 O 2.379 -0.972 -2.644  C29 1.444, H36 0.954
31 H 5.453 -1.554 -1.379  C28 1.090
32 H 5.046 -0.650 -2.822  C28 1.098
33 H 4.723 -2.337 -2.787  C28 1.081
34 H 3.313 -0.439 -0.866  C29 1.082
35 H 3.115 -2.156 -1.121  C29 1.089
36 H 2.670 -1.625 -3.276  O30 0.954
37 C -0.191 -0.122 -4.570  O38 1.382, N39 1.315, N40 1.307
38 O 0.198 -1.433 -4.775  C37 1.382
39 N -0.824 0.669 -5.408  C37 1.315, H41 1.075, H42 1.059
40 N 0.057 0.368 -3.383  C37 1.307, H43 0.999, H44 1.068
41 H -1.113 0.169 -6.315  N39 1.075
42 H -0.860 1.726 -5.383  N39 1.059
43 H 0.724 -0.265 -2.993  N40 0.999
44 H 0.084 1.427 -3.254  N40 1.068
45 C 2.523 2.859 0.087  O46 1.306, N47 1.319, N48 1.339
46 O 3.432 1.935 0.243  C45 1.306
47 N 1.973 3.543 1.072  C45 1.319, H49 1.050, H50 0.988
48 N 2.128 3.365 -1.088  C45 1.339, H51 1.082, H52 1.087
49 H 2.311 3.165 1.991  N47 1.050
50 H 1.093 3.986 1.013  N47 0.988
51 H 2.512 2.771 -1.908  N48 1.082
52 H 2.114 4.415 -1.370  N48 1.087
53 C -3.980 0.610 0.816  O54 1.358, N55 1.294, N56 1.296
54 O -3.759 0.510 2.152  C53 1.358
55 N -3.636 -0.329 -0.006  C53 1.294, H57 1.041, H58 1.007
56 N -4.568 1.590 0.206  C53 1.296, H59 1.044, H60 1.061
57 H -3.062 -1.170 0.213  N55 1.041
58 H -3.861 -0.142 -0.970  N55 1.007
59 H -5.095 2.280 0.786  N56 1.044
60 H -4.763 1.540 -0.836  N56 1.061
61 C -3.394 1.581 -2.926  O62 1.356, N63 1.278, N64 1.339
62 O -4.621 1.773 -2.382  C61 1.356
63 N -2.311 1.393 -2.274  C61 1.278, H65 1.038, H66 1.016
64 N -3.237 1.565 -4.256  C61 1.339, H67 1.010, H68 1.041
65 H -2.306 1.233 -1.249  N63 1.038
66 H -1.601 0.908 -2.817  N63 1.016
67 H -4.043 1.547 -4.864  N64 1.010
68 H -2.394 1.068 -4.612  N64 1.041
69 C 2.712 2.193 4.196  O70 1.371, N71 1.259, N72 1.268
70 O 2.216 3.073 5.123  C69 1.371
71 N 2.462 0.962 4.115  C69 1.259, H73 1.026, H74 1.027
72 N 3.470 2.522 3.234  C69 1.268, H75 1.044, H76 1.029
73 H 1.824 0.590 4.827  N71 1.026
74 H 2.815 0.287 3.426  N71 1.027
75 H 3.870 3.487 3.218  N72 1.044
76 H 3.648 1.947 2.400  N72 1.029
77 C 0.059 3.518 -3.929  O78 1.418, N79 1.250, N80 1.316
78 O 1.290 3.928 -4.498  C77 1.418
79 N -0.107 3.051 -2.781  C77 1.250, H81 1.079, H82 1.043
80 N -1.033 3.342 -4.643  C77 1.316, H83 1.033, H84 1.054
81 H 0.678 3.211 -2.058  N79 1.079
82 H -1.070 2.755 -2.511  N79 1.043
83 H -0.987 3.669 -5.621  N80 1.033
84 H -1.955 3.050 -4.225  N80 1.054
85 C -1.689 3.741 1.062  O86 1.377, N87 1.325, N88 1.306
86 O -0.533 4.489 1.037  C85 1.377
87 N -2.029 3.218 2.231  C85 1.325, H89 1.047, H90 0.974
88 N -2.575 3.547 0.122  C85 1.306, H91 1.011, H92 1.077
89 H -1.512 3.575 3.068  N87 1.047
90 H -2.665 2.513 2.449  N87 0.974
91 H -2.539 3.982 -0.790  N88 1.011
92 H -3.288 2.754 0.278  N88 1.077
93 C -2.227 -2.212 4.791  O94 1.429, N95 1.318, N96 1.308
94 O -2.501 -3.469 5.414  C93 1.429
95 N -1.138 -1.826 4.156  C93 1.318, H97 1.025, H98 1.017
96 N -3.213 -1.386 4.556  C93 1.308, H99 0.984, H100 1.028
97 H -0.415 -2.536 3.999  N95 1.025
98 H -1.059 -0.931 3.680  N95 1.017
99 H -4.083 -1.656 4.928  N96 0.984
100 H -3.257 -0.591 3.905  N96 1.028
101 C -2.261 -3.353 1.551  O102 1.415, H103 1.080, H104 1.043, H105 1.079
102 O -1.961 -1.993 1.299  C101 1.415, H106 0.951
103 H -2.401 -4.000 0.698  C101 1.080
104 H -3.221 -3.380 1.956  C101 1.043
105 H -1.623 -3.672 2.360  C101 1.079
106 H -1.890 -1.490 2.104  O102 0.951
107 C -1.172 -2.334 -1.778  O108 1.419, H109 1.077, H110 1.070, H111 1.114
108 O -2.148 -3.363 -1.834  C107 1.419, H112 0.969
109 H -1.621 -1.362 -1.659  C107 1.077
110 H -0.642 -2.380 -2.707  C107 1.070
111 H -0.439 -2.480 -0.952  C107 1.114
112 H -2.888 -2.956 -2.309  O108 0.969

Atom charges from the Löwdin analysis, given in e for atoms 1 to 6:
1. C -0.042
2. C -0.246
3. O -0.062
4. H 0.058
5. H 0.008
6. H 0.072



# C6H12O

C6H12O in the gas phase (ωB97M-V/def2-TZVPD, the OMol25 dataset).

Properties
- E_HOMO: -9.5 eV
- Kohn-Sham gap: 10.577 eV
- E_LUMO: 1.12 eV
- Energy relative to the best compared isomer or geometry (same formula, charge and spin): 43.2 kJ/mol
- SMILES: C[C@H]1CO[C@@H](C)C1
- Calculated total energy: -311.04280 Eh

Bonds (Å) are listed after each position.
Element x y z (Å)
1 C -2.373 0.476 0.210  C2 1.531, H8 1.098, H9 1.098, H10 1.095
2 C -1.088 -0.318 0.457  C1 1.531, C3 1.525, C7 1.553, H11 1.102
3 C -0.582 -1.002 -0.808  C2 1.525, O4 1.412, H12 1.094, H13 1.100
4 O 0.765 -1.336 -0.551  C3 1.412, C5 1.435
5 C 1.344 -0.313 0.271  O4 1.435, C6 1.538, C7 1.548, H14 1.097
6 C 2.486 0.349 -0.519  C5 1.538, H15 1.100, H16 1.096, H17 1.098
7 C 0.163 0.538 0.798  C2 1.553, C5 1.548, H18 1.100, H19 1.095
8 H -3.177 -0.178 -0.154  C1 1.098
9 H -2.212 1.252 -0.551  C1 1.098
10 H -2.735 0.971 1.117  C1 1.095
11 H -1.273 -1.069 1.242  C2 1.102
12 H -1.106 -1.929 -1.059  C3 1.094
13 H -0.674 -0.293 -1.644  C3 1.100
14 H 1.793 -0.824 1.131  C5 1.097
15 H 3.227 -0.429 -0.756  C6 1.100
16 H 2.998 1.118 0.070  C6 1.096
17 H 2.158 0.771 -1.478  C6 1.098
18 H 0.031 1.531 0.344  C7 1.100
19 H 0.256 0.683 1.879  C7 1.095

Atom charges from the Löwdin analysis, given in e for atoms 1 to 6:
1. C -0.077
2. C -0.348
3. C -0.194
4. O -0.116
5. C -0.368
6. C -0.042